Formula: C40H86O28S3
Source: OMol25
Level of theory: wB97M-V/def2-TZVPD

Results
HOMO energy ... -9.348 eV
Total charge ... 0
Strongest force on any atom ... 7.1 eV/Å
Relative energy (zero: lowest compared OMol25 entry of this formula, charge and spin) ... 0.0 kcal/mol
Lowest unoccupied orbital energy ... 0.0066 Eh

Each atom is followed by the atoms it is bonded to, with distances in Å.
Positions of all 157 atoms, in Å:
1 S -18.6529 -27.0487 14.9333  O6 1.454, O21 1.669, O31 1.460, C71 1.862
2 S -10.6954 -16.5929 10.3963  O4 1.695, O12 1.469, O25 1.442, C59 1.860
3 S -13.9819 -25.6007 12.2742  O10 1.450, O20 1.488, O23 1.671, C55 1.859
4 O -12.0638 -17.5889 10.3006  S2 1.695, C56 1.414
5 O -10.4244 -21.4161 6.2777  C42 1.427, C46 1.324
6 O -19.1127 -27.8136 13.7853  S1 1.454
7 O -16.3889 -27.6259 9.1033  C50 1.463, C65 1.453
8 O -19.1870 -18.4252 8.6357  C38 1.412, C44 1.313
9 O -14.1842 -19.4180 13.3529  C45 1.371, C60 1.455
10 O -14.7505 -24.7445 11.3914  S3 1.450
11 O -9.8189 -26.8018 7.6403  C33 1.404, C70 1.242
12 O -10.2270 -16.6176 11.7888  S2 1.469
13 O -12.0370 -27.1686 7.9919  C70 1.270
14 O -16.9531 -22.7662 7.6949  C53 1.416, C64 1.438
15 O -13.0100 -21.4154 13.6081  C45 1.187
16 O -12.2567 -24.3727 3.4831  C40 1.411, C68 1.384
17 O -16.5166 -15.8342 4.8587  C51 1.215
18 O -10.8930 -25.1870 8.1852  C43 1.421, C70 1.312
19 O -8.6106 -22.3580 6.5710  C32 1.434, C46 1.268
20 O -14.2755 -25.7844 13.7209  S3 1.488
21 O -18.7300 -25.4134 14.6107  S1 1.669, C35 1.463
22 O -13.4403 -20.5329 11.6354  C37 1.406, C45 1.336
23 O -12.4124 -25.0368 12.1748  S3 1.671, C41 1.429
24 O -16.4338 -17.8139 3.7449  C39 1.392, C51 1.338
25 O -10.9988 -15.3044 9.8253  S2 1.442
26 O -17.6179 -19.0687 10.1380  C44 1.232
27 O -19.8380 -19.7726 10.2025  C44 1.373, C57 1.428
28 O -17.3824 -16.0593 2.8095  C36 1.492, C51 1.334
29 O -19.2321 -23.9468 2.6007  C62 1.359, C69 1.439
30 O -10.0997 -22.4050 8.3056  C46 1.254
31 O -19.2897 -27.2527 16.2310  S1 1.460
32 C -7.7666 -23.4426 6.9821  O19 1.434, H102 1.090, H109 1.090, H150 1.090
33 C -9.3249 -28.1161 7.6052  O11 1.404, H78 1.090, H90 1.090, H140 1.090
34 C -17.7863 -23.6132 13.2955  C35 1.540, H79 1.090, H99 1.090, H121 1.090
35 C -18.6073 -24.9145 13.2404  O21 1.463, C34 1.540, H82 1.090, H114 1.090
36 C -17.7636 -14.6188 2.7281  O28 1.492, H98 1.090, H118 1.090, H154 1.090
37 C -12.4232 -21.2560 10.9884  O22 1.406, H92 1.090, H95 1.090, H138 1.090
38 C -18.2140 -17.6548 7.9616  O8 1.412, H76 1.090, H133 1.090, H139 1.090
39 C -15.6591 -18.4810 4.6889  O24 1.392, H93 1.090, H122 1.090, H137 1.090
40 C -12.2553 -24.2266 4.8864  O16 1.411, C63 1.520, H85 1.090, H149 1.090
41 C -11.4577 -25.4594 13.1506  O23 1.429, C67 1.542, H103 1.090, H135 1.090
42 C -11.6703 -20.7857 6.5718  O5 1.427, H87 1.090, H88 1.090, H145 1.090
43 C -11.9737 -24.4939 8.7948  O18 1.421, H77 1.090, H115 1.090, H144 1.090
44 C -18.7682 -19.0762 9.6960  O8 1.313, O26 1.232, O27 1.373
45 C -13.5036 -20.5451 12.9697  O9 1.371, O15 1.187, O22 1.336
46 C -9.7068 -22.1022 7.1538  O5 1.324, O19 1.268, O30 1.254
47 C -14.2369 -25.3412 4.2388  C63 1.552, C68 1.520, H73 1.090, H131 1.090
48 C -17.4322 -26.6992 7.1125  C50 1.519, C61 1.579, H86 1.090, H124 1.090
49 C -15.2365 -21.6991 8.7609  C64 1.482, C66 1.505, H94 1.090, H101 1.090
50 C -16.8793 -26.3901 8.4933  O7 1.463, C48 1.519, H151 1.090, H155 1.090
51 C -16.8024 -16.5387 3.9104  O17 1.215, O24 1.338, O28 1.334
52 C -20.5631 -23.7631 4.4026  C54 1.524, C62 1.540, H117 1.090, H142 1.090
53 C -16.3634 -21.8916 6.7503  O14 1.416, C66 1.503, H84 1.090, H108 1.090
54 C -19.2842 -24.5084 4.7666  C52 1.524, C69 1.472, H127 1.090, H148 1.090
55 C -13.7480 -27.2490 11.4464  S3 1.859, H113 1.090, H136 1.090, H157 1.090
56 C -13.1814 -17.1306 9.5658  O4 1.414, C58 1.606, H110 1.090, H143 1.090
57 C -19.8026 -20.5912 11.3719  O27 1.428, H89 1.090, H112 1.090, H126 1.090
58 C -14.0686 -18.4586 9.3947  C56 1.606, H91 1.090, H107 1.090, H153 1.090
59 C -9.4482 -17.5506 9.4026  S2 1.860, H119 1.090, H120 1.090, H130 1.090
60 C -14.4936 -19.2403 14.7638  O9 1.455, H106 1.090, H128 1.090, H134 1.090
61 C -16.6429 -28.0122 6.7299  C48 1.579, C65 1.554, H96 1.090, H146 1.090
62 C -20.5428 -23.7016 2.8636  O29 1.359, C52 1.540, H111 1.090, H125 1.090
63 C -13.2613 -25.2229 5.4399  C40 1.520, C47 1.552, H132 1.090, H152 1.090
64 C -16.1630 -22.8485 8.8933  O14 1.438, C49 1.482, H129 1.090, H156 1.090
65 C -16.5606 -28.6888 8.1270  O7 1.453, C61 1.554, H72 1.090, H100 1.090
66 C -14.9876 -21.6011 7.2799  C49 1.505, C53 1.503, H81 1.090, H83 1.090
67 C -11.5186 -24.8669 14.5735  C41 1.542, H74 1.090, H75 1.090, H105 1.090
68 C -13.5621 -24.6107 3.0898  O16 1.384, C47 1.520, H123 1.090, H141 1.090
69 C -18.3832 -23.9194 3.7625  O29 1.439, C54 1.472, H116 1.090, H147 1.090
70 C -10.9863 -26.4620 7.8917  O11 1.242, O13 1.270, O18 1.312
71 C -16.7998 -27.1812 15.0524  S1 1.862, H80 1.090, H97 1.090, H104 1.090
72 H -15.8116 -29.4652 8.2830  C65 1.090
73 H -14.4449 -26.3724 3.9534  C47 1.090
74 H -10.5706 -25.0658 15.0734  C67 1.090
75 H -11.8494 -23.8284 14.5628  C67 1.090
76 H -17.8055 -16.8808 8.6112  C38 1.090
77 H -12.7035 -25.0891 9.3437  C43 1.090
78 H -8.4650 -28.0975 8.2748  C33 1.090
79 H -17.7534 -23.1471 12.3107  C34 1.090
80 H -16.6318 -28.2216 15.3305  C71 1.090
81 H -14.5803 -20.6227 7.0252  C66 1.090
82 H -18.1227 -25.6392 12.5861  C35 1.090
83 H -14.2742 -22.3729 6.9910  C66 1.090
84 H -16.9567 -20.9797 6.8176  C53 1.090
85 H -11.3032 -24.4404 5.3722  C40 1.090
86 H -17.2149 -26.0233 6.2854  C48 1.090
87 H -12.0212 -21.4012 7.4002  C42 1.090
88 H -11.5578 -19.7250 6.7962  C42 1.090
89 H -18.9775 -21.3020 11.4160  C57 1.090
90 H -9.1000 -28.5053 6.6122  C33 1.090
91 H -14.3641 -18.7049 10.4146  C58 1.090
92 H -12.8788 -22.2451 11.0358  C37 1.090
93 H -15.5481 -19.5404 4.4573  C39 1.090
94 H -15.7085 -20.8796 9.3029  C49 1.090
95 H -11.4636 -21.2537 11.5054  C37 1.090
96 H -17.0606 -28.5694 5.8914  C61 1.090
97 H -16.2832 -26.8740 14.1431  C71 1.090
98 H -17.7679 -14.3697 1.6669  C36 1.090
99 H -18.1880 -23.0094 14.1092  C34 1.090
100 H -17.4409 -29.3044 8.3113  C65 1.090
101 H -14.3361 -21.9696 9.3126  C49 1.090
102 H -8.1367 -24.4649 7.0599  C32 1.090
103 H -11.4700 -26.5485 13.1090  C41 1.090
104 H -16.5180 -26.4663 15.8256  C71 1.090
105 H -12.1907 -25.4136 15.2349  C67 1.090
106 H -15.4437 -18.7093 14.8223  C60 1.090
107 H -13.4310 -19.2209 8.9468  C58 1.090
108 H -16.3094 -22.3027 5.7422  C53 1.090
109 H -6.8845 -23.5445 6.3500  C32 1.090
110 H -13.7004 -16.3502 10.1222  C56 1.090
111 H -21.1818 -24.4825 2.4511  C62 1.090
112 H -20.7599 -21.1122 11.3814  C57 1.090
113 H -14.7105 -27.7553 11.3736  C55 1.090
114 H -19.6235 -24.7053 12.9063  C35 1.090
115 H -12.5291 -23.8630 8.1009  C43 1.090
116 H -18.1074 -22.8659 3.8100  C69 1.090
117 H -21.4469 -24.3336 4.6879  C52 1.090
118 H -16.9882 -14.1097 3.3006  C36 1.090
119 H -9.7133 -18.5584 9.7223  C59 1.090
120 H -9.5910 -17.1077 8.4169  C59 1.090
121 H -16.7428 -23.8996 13.4267  C34 1.090
122 H -16.1119 -18.3919 5.6765  C39 1.090
123 H -13.6944 -25.1374 2.1447  C68 1.090
124 H -18.5042 -26.8915 7.1568  C48 1.090
125 H -20.6350 -22.6750 2.5090  C62 1.090
126 H -19.7247 -19.8404 12.1582  C57 1.090
127 H -18.8853 -24.2535 5.7485  C54 1.090
128 H -13.8120 -18.6705 15.3953  C60 1.090
129 H -15.6981 -23.8238 9.0373  C64 1.090
130 H -8.5030 -17.1806 9.7997  C59 1.090
131 H -15.1828 -24.8374 4.4377  C47 1.090
132 H -13.6751 -24.8851 6.3901  C63 1.090
133 H -18.6068 -17.2437 7.0316  C38 1.090
134 H -14.6382 -20.1533 15.3414  C60 1.090
135 H -10.4266 -25.2741 12.8497  C41 1.090
136 H -13.1386 -27.8213 12.1459  C55 1.090
137 H -14.6639 -18.0379 4.6542  C39 1.090
138 H -12.3709 -20.9404 9.9465  C37 1.090
139 H -17.3593 -18.2767 7.6954  C38 1.090
140 H -10.0842 -28.7714 8.0319  C33 1.090
141 H -13.9621 -23.6028 2.9797  C68 1.090
142 H -20.4984 -22.7211 4.7161  C52 1.090
143 H -12.7567 -16.7518 8.6361  C56 1.090
144 H -11.5515 -23.9135 9.6151  C43 1.090
145 H -12.2704 -21.0749 5.7091  C42 1.090
146 H -15.6969 -27.7817 6.2399  C61 1.090
147 H -17.4870 -24.4974 3.5369  C69 1.090
148 H -19.3885 -25.5872 4.6509  C54 1.090
149 H -12.4838 -23.2052 5.1908  C40 1.090
150 H -7.2242 -23.1850 7.8918  C32 1.090
151 H -15.9961 -25.7543 8.4309  C50 1.090
152 H -12.7570 -26.1813 5.5635  C63 1.090
153 H -14.8947 -18.2876 8.7045  C58 1.090
154 H -18.7877 -14.4272 3.0484  C36 1.090
155 H -17.6574 -25.8925 9.0721  C50 1.090
156 H -16.8713 -22.7536 9.7164  C64 1.090
157 H -13.1382 -27.0996 10.5554  C55 1.090